{
  "formula": "C51H66BBrF6N7P3Rb",
  "method": "ωB97M-V/def2-TZVPD",
  "elements": ["C", "C", "H", "C", "H", "C", "C", "H", "H", "F", "H", "C", "H", "H", "H", "H", "H", "H", "C", "H", "H", "H", "H", "H", "C", "C", "H", "H", "N", "H", "H", "C", "F", "H", "H", "C", "C", "C", "H", "F", "C", "H", "H", "H", "N", "C", "H", "C", "H", "C", "H", "C", "C", "H", "C", "H", "H", "Rb", "H", "H", "H", "H", "C", "H", "H", "C", "H", "C", "H", "C", "P", "C", "N", "H", "H", "H", "C", "C", "H", "H", "H", "C", "C", "H", "H", "H", "H", "C", "F", "F", "C", "C", "C", "C", "P", "N", "H", "C", "H", "N", "Br", "H", "H", "C", "N", "C", "H", "H", "C", "H", "P", "C", "C", "C", "H", "H", "H", "H", "C", "H", "H", "C", "H", "H", "C", "C", "C", "B", "N", "F", "C", "C", "H", "C", "C", "C"],
  "coordinates": [[2.05710, -3.92015, 3.50593], [-2.11081, -0.06955, 4.77839], [-0.42542, 2.05915, -4.63358], [1.29415, 0.65006, 3.89074], [1.64798, -2.93233, 3.71568], [-3.09938, 5.79887, 5.02835], [2.08389, 5.20941, -2.37841], [0.10645, -2.09222, -6.94465], [3.98870, -0.47472, 0.41125], [-3.92890, -3.16741, -0.08598], [2.52305, 6.18878, -2.54104], [0.73676, 5.09053, -2.07647], [2.76179, -1.81032, -1.50401], [1.93777, -2.03841, -3.70096], [-1.75233, -4.61291, -4.22892], [-5.70178, 7.78040, 1.49165], [-2.13314, 2.44082, -4.93613], [0.75925, -3.21761, -4.28094], [4.19679, -2.59015, -0.04860], [4.18245, 0.86618, 2.61269], [4.93309, -4.63642, -0.26969], [-2.94646, -0.73426, -5.26183], [4.83520, -5.25523, 1.93517], [0.77672, 0.70397, -6.09847], [2.87528, 4.07893, -2.46098], [0.24835, 3.80269, -1.88566], [-1.27843, 1.58249, 3.75313], [2.73846, -5.00564, -0.23531], [-1.12306, 0.78196, 4.35339], [0.26872, 7.17266, -2.38863], [-1.14123, 6.10096, -2.39032], [-1.39463, 1.62766, -4.90752], [-5.34506, -2.19058, 1.42999], [2.31562, -4.38991, 4.46519], [-2.94701, 2.05391, -2.73502], [-1.85348, 3.52378, 2.39163], [-0.17012, 6.28640, -1.92873], [-2.59680, 4.59985, 2.86778], [1.26719, -4.52008, 3.04533], [-3.51025, -3.36602, 2.15860], [0.42071, -1.17519, -5.01511], [0.42720, -8.09669, -2.98685], [5.55046, -0.90906, -0.31726], [5.28722, -2.91476, 2.82673], [0.99082, -4.01181, -0.80604], [-1.35001, -2.06039, -2.87367], [-2.14190, -1.71710, -2.20075], [-4.38254, 4.16906, 1.19643], [-5.92657, 3.87830, -0.25248], [-0.49777, -1.67201, -6.12756], [-0.80038, 3.64407, -1.64400], [-2.15562, 1.30814, -2.57448], [3.66831, -2.42236, -1.48184], [-3.78159, 7.06244, 2.84677], [-3.12217, -0.10190, -4.38973], [-3.58519, -0.70717, -3.60879], [3.94503, -1.95453, 3.49854], [-0.44130, -0.35100, 0.95387], [2.00364, -2.60377, -5.38553], [4.53192, -3.39762, 4.35101], [-1.10586, -0.86516, -6.54414], [-1.94579, -2.19672, 5.32758], [-1.50251, -1.27024, 4.99800], [1.53144, -6.79455, -1.17565], [2.06805, -0.49353, -6.24785], [0.01996, 0.04429, 4.28233], [-1.18828, -7.00813, -4.49459], [3.88126, -5.24982, 2.45907], [-6.79287, 6.19658, -0.07186], [4.33391, -2.96586, 3.36052], [-3.75445, -2.14223, 1.14420], [1.32888, -2.33056, -4.56219], [1.57264, 1.95193, 4.18011], [-1.83321, -2.53665, -3.72790], [-1.31889, 1.21457, -5.91594], [5.22233, -1.28772, 1.38709], [-0.41264, 5.77516, 5.70605], [-5.95227, 5.87714, 0.53148], [-0.12132, 4.87198, 3.76788], [-3.85160, 0.66969, -4.67644], [-3.13680, 0.24651, 4.87797], [-1.02917, -5.07132, -3.56252], [1.33215, -0.06268, -5.55575], [-3.99631, 3.15947, 1.11063], [3.41922, -3.38445, -1.93757], [-4.15397, 5.79490, 4.78121], [-3.41518, 6.71088, 6.93855], [-0.71099, -6.43013, -3.71040], [-2.14997, -2.06616, 0.83987], [-3.55347, -1.08680, 2.34988], [-5.46019, 4.57893, 0.42945], [4.77508, -1.23596, 0.39024], [5.31304, -3.63254, -0.06652], [-1.84234, 0.57725, -3.89052], [-0.39301, -0.55324, -3.41927], [-0.16370, -1.18947, 4.69042], [4.05124, -5.68457, 3.45537], [-1.33876, 6.29826, 6.60293], [3.26931, 3.20900, 3.76297], [-0.48977, -3.00479, -2.19012], [3.30754, 1.26250, -2.29717], [1.87942, 0.42183, -4.74096], [6.02585, -3.38239, -0.86562], [-0.42147, -4.34111, -2.55079], [2.28853, 0.08765, 3.24770], [-4.26583, 6.35262, 2.18802], [-1.26645, 1.81846, -2.18961], [4.44538, -1.94114, -2.09782], [1.94397, -4.39473, 0.21155], [-0.35093, 6.50436, -0.87311], [2.68768, -2.91556, 1.07081], [2.81881, 2.23420, 3.67840], [-5.34188, 6.76133, 1.41329], [-2.18430, 5.24384, 4.12229], [-1.16603, -2.46369, -5.77710], [0.64068, 5.77491, 5.96028], [3.19372, -5.91311, 1.92774], [-1.01930, 6.68421, 7.56271], [3.24776, 1.06470, 3.11842], [-2.50990, 0.62179, -1.80566], [5.86680, -3.65111, 0.87565], [-3.76435, 5.04293, 2.10439], [3.93072, 4.13917, -2.68542], [0.93327, 2.58862, 4.62289], [-1.22191, 2.56257, 1.90120], [2.26227, 2.85313, -2.23246], [0.19933, -7.04316, -2.86261], [0.36313, -2.69269, -1.02389], [0.99078, 2.70313, -1.96335], [-3.97542, -0.89438, 0.12674], [-2.68190, 6.31007, 6.24909], [0.51620, -4.96794, -1.69217], [1.45747, -5.01519, 0.97035], [3.31105, -3.83614, 2.62342], [0.82342, -6.31179, -1.84009], [-0.83075, 5.25955, 4.49035]],
  "mulliken_charge": [-1.94, -0.21, 0.27, 0.15, 0.45, -0.23, -0.56, 0.49, 0.15, -0.38, 0.36, 0.44, -0.26, 0.42, 0.38, 0.36, 0.57, 0.27, 2.08, 0.37, 0.27, 0.30, 0.29, 0.33, -0.55, -0.18, -0.05, 0.28, 0.23, 0.39, 0.35, -2.16, -0.39, 0.52, 0.75, -0.80, -1.44, -0.12, 0.33, -0.43, 2.29, 0.35, 0.47, 0.28, 0.08, -0.92, -0.16, -0.70, 0.42, -1.80, 0.54, -1.33, -1.83, 0.53, -2.05, 0.30, 0.08, 0.75, 0.70, 0.54, 0.31, 0.44, -0.69, 0.44, 0.51, -0.17, 0.36, -1.81, 0.37, -1.72, 1.68, -2.40, 0.13, 0.00, 0.36, 0.41, -0.63, -0.44, 0.66, 0.55, 0.42, -0.44, -1.75, 0.63, 0.24, 0.54, 0.37, -0.85, -0.61, -0.27, -0.59, -1.67, -2.06, 2.59, 0.81, -0.42, 0.54, -0.46, 0.45, 0.27, -0.14, 0.16, 0.45, 0.37, -0.05, -0.25, -0.36, 0.86, -1.75, 0.29, 0.74, -0.87, -0.67, 0.26, 0.23, 0.37, 0.26, 0.37, -0.30, -0.04, 0.40, 0.21, 0.45, 0.16, 0.16, 0.07, -0.87, 0.57, 0.08, -0.37, -0.66, 0.27, 0.85, 2.05, -0.48, -0.57],
  "charge": -2,
  "de_lowest_kj_mol": 33.96,
  "energy_ev": -179942.3992,
  "spin_multiplicity": 2,
  "homo_lumo_gap_ev": [3.84, 3.68]
}